{
  "formula": "C6H32BNO8",
  "method": "wB97M-V/def2-TZVPD",
  "symbols": ["O", "O", "O", "O", "O", "O", "O", "O", "N", "C", "C", "C", "C", "C", "C", "B", "H", "H", "H", "H", "H", "H", "H", "H", "H", "H", "H", "H", "H", "H", "H", "H", "H", "H", "H", "H", "H", "H", "H", "H", "H", "H", "H", "H", "H", "H", "H", "H"],
  "coordinates": [[-2.235, 2.686, 1.892], [1.842, -1.898, 3.388], [4.061, 1.583, 1.016], [-3.573, 0.799, -2.324], [0.728, 3.903, -0.806], [1.410, 4.489, 2.370], [-1.314, -0.206, 4.117], [1.124, -4.515, -1.224], [-0.576, -1.208, -1.252], [-2.334, 0.659, -1.818], [-0.417, -2.704, -1.038], [-3.986, 2.138, -2.477], [-1.972, -0.903, -1.799], [2.411, -5.193, -1.425], [1.144, -3.181, -1.087], [0.891, 0.695, 0.862], [-0.960, -3.126, -1.877], [1.752, -3.043, -0.065], [-0.185, 0.143, 1.279], [1.838, -1.221, 4.158], [-0.623, 0.067, 3.672], [1.311, 5.323, 1.802], [0.192, -0.816, -1.904], [0.514, 1.332, -0.195], [2.265, -6.278, -2.014], [-2.674, -1.418, -1.118], [3.324, 0.909, 1.134], [-4.920, 2.267, -2.955], [3.051, -5.247, -0.509], [-2.158, -1.386, -2.737], [-2.278, 3.184, 2.696], [-0.441, -0.887, -0.420], [-4.210, 2.735, -1.559], [1.912, -2.772, -1.972], [1.139, 1.423, 1.632], [-1.734, 1.108, -2.643], [1.669, 3.717, 1.696], [-1.067, -0.205, 5.017], [-2.105, 1.181, -0.822], [-1.423, 2.159, 1.808], [-3.410, 2.667, -3.252], [-0.846, -2.833, -0.143], [2.978, -4.513, -1.969], [1.818, -0.137, 0.811], [1.842, -1.070, 2.782], [0.989, 3.011, -0.777], [1.518, 4.137, -1.286], [3.711, 2.438, 1.318]],
  "mulliken_charge": [-0.63, -0.61, -0.66, -0.38, -0.60, -0.65, -0.56, -0.32, 0.23, -0.19, -0.64, -0.82, -0.83, -0.73, -0.29, 0.58, 0.35, 0.28, -0.14, 0.34, 0.26, 0.31, 0.47, -0.43, 0.22, 0.38, 0.41, 0.35, 0.31, 0.41, 0.28, -0.35, 0.30, 0.26, -0.31, 0.34, 0.32, 0.30, 0.27, 0.32, 0.33, 0.43, 0.35, -0.30, 0.32, 0.11, 0.30, 0.30],
  "relative_energy_kcal_mol": 0.0,
  "spin_multiplicity": 1
}